i.
The ion C3H8NO2 with charge +1, computed with ωB97M-V with the def2-TZVPD basis set.

Last columns: bonded neighbours and bond lengths (Å).
Positions of all 14 atoms, in Å:
1 C 0.038 -0.752 0.394  C2 1.466, O4 1.341, N12 1.529, O14 1.432
2 C -0.864 -0.081 1.335  C1 1.466, H7 1.064, H13 1.017, O14 1.456
3 H 1.680 0.334 0.017  N12 0.977
4 O 0.519 -1.999 0.499  C1 1.341, H5 0.969
5 H 0.152 -2.634 1.134  O4 0.969
6 C 0.105 1.245 -1.201  H8 1.086, H9 1.161, H11 1.076, N12 1.518
7 H -1.262 -0.467 2.243  C2 1.064
8 H -0.974 1.124 -1.225  C6 1.086
9 H 0.343 2.188 -0.567  C6 1.161
10 H 1.197 -0.657 -1.234  N12 1.113
11 H 0.607 1.388 -2.142  C6 1.076
12 N 0.886 0.137 -0.518  C1 1.529, H3 0.977, C6 1.518, H10 1.113
13 H -1.059 0.897 1.137  C2 1.017
14 O -1.369 -0.721 0.129  C1 1.432, C2 1.456

frontier orbital gap: 11.8630 eV
LUMO energy: -3.55 eV
SMILES string: C[NH2+][C@@]1(O)CO1
charge: +1

---

ii.
The ion C3H8NO2 with charge +1, computed with ωB97M-V with the def2-TZVPD basis set.

Last columns: bonded neighbours and bond lengths (Å).
Positions of all 14 atoms, in Å:
1 H -2.707 1.225 -0.614  N13 1.017
2 H -1.462 0.437 -1.506  N13 1.017
3 H 1.355 -0.121 -1.447  C10 1.060
4 H 1.825 -1.561 -0.527  C10 1.064
5 C 0.051 -0.478 0.646  C7 1.504, H9 1.103, C10 1.875, H14 1.090
6 O -2.348 -0.609 1.134  C7 1.177
7 C -1.422 -0.196 0.537  C5 1.504, O6 1.177, N13 1.692
8 H -0.913 1.593 -0.433  N13 1.065
9 H 0.492 0.250 1.348  C5 1.103
10 C 1.542 -0.536 -0.490  H3 1.060, H4 1.064, C5 1.875, O12 1.326
11 H 2.900 0.010 0.745  O12 1.011
12 O 2.343 0.401 -0.002  C10 1.326, H11 1.011
13 N -1.730 0.951 -0.670  H1 1.017, H2 1.017, C7 1.692, H8 1.065
14 H 0.075 -1.365 1.279  C5 1.090

frontier orbital gap: 10.7051 eV
LUMO energy: -3.98 eV
SMILES string: [NH3+]C(=O)CCO
charge: +1

---

Tell me which of them is the least stable. Sure, it is i.

---

i.
The molecule C10H8O2, computed with ωB97M-V with the def2-TZVPD basis set.

Last columns: bonded neighbours and bond lengths (Å).
Positions of all 20 atoms, in Å:
1 H 3.115 1.288 -0.182  C19 1.083
2 C 0.040 -1.583 -0.147  C8 1.429, H13 1.083, C17 1.345
3 H -3.533 1.238 0.635  C5 1.080
4 C -0.301 0.952 0.000  C6 1.358, C17 1.468, C20 1.432
5 C -2.620 0.938 0.141  H3 1.080, C6 1.470, C9 1.488, O16 1.432
6 C -1.391 1.745 0.165  C4 1.358, C5 1.470, H18 1.074
7 H -3.714 -1.606 0.147  O10 0.966
8 C 1.463 -1.690 -0.233  C2 1.429, C12 1.353, H15 1.083
9 C -2.185 -0.474 -0.030  C5 1.488, O10 1.369, O16 1.395, C17 1.489
10 O -2.805 -1.588 0.471  H7 0.966, C9 1.369
11 H 3.419 -1.001 -0.327  C12 1.084
12 C 2.382 -0.698 -0.244  C8 1.353, H11 1.084, C19 1.430
13 H -0.507 -2.517 -0.155  C2 1.083
14 H 1.134 2.505 -0.003  C20 1.083
15 H 1.834 -2.705 -0.311  C8 1.083
16 O -2.805 0.208 -1.077  C5 1.432, C9 1.395
17 C -0.697 -0.460 -0.079  C2 1.345, C4 1.468, C9 1.489
18 H -1.389 2.811 0.288  C6 1.074
19 C 2.194 0.718 -0.158  H1 1.083, C12 1.430, C20 1.351
20 C 1.049 1.427 -0.057  C4 1.432, H14 1.083, C19 1.351

frontier orbital gap: 7.4764 eV
LUMO energy: -0.13 eV
SMILES string: O[C@@]12O[C@@H]1C=C1C=CC=CC=C12

---

ii.
The molecule C10H8O2, computed with ωB97M-V with the def2-TZVPD basis set.

Last columns: bonded neighbours and bond lengths (Å).
Positions of all 20 atoms, in Å:
1 C -0.550 0.134 0.636  O9 1.377, C11 1.413, C19 1.443
2 C 1.451 2.205 0.012  H4 1.141, C7 1.355, C8 1.441
3 H -2.312 -0.848 1.437  C11 1.069
4 H 1.700 3.318 0.029  C2 1.141
5 H 0.048 -3.399 -2.931  C16 1.148
6 H -0.334 -4.502 -1.489  C16 1.117
7 C 1.303 1.120 -0.788  C2 1.355, H12 1.025, C19 1.379
8 C 0.634 2.181 1.199  C2 1.441, O9 1.350, O17 1.136
9 O -0.208 1.165 1.483  C1 1.377, C8 1.350
10 H -2.361 -2.631 -0.006  C18 1.128
11 C -1.536 -0.876 0.703  C1 1.413, H3 1.069, C18 1.366
12 H 1.936 1.110 -1.594  C7 1.025
13 H 1.196 -1.068 -1.952  C20 1.072
14 C -0.311 -2.276 -1.022  C16 1.455, C18 1.495, C20 1.409
15 H -1.475 -3.402 -2.270  C16 1.157
16 C -0.390 -3.454 -1.872  H5 1.148, H6 1.117, C14 1.455, H15 1.157
17 O 0.580 3.058 1.918  C8 1.136
18 C -1.477 -1.945 -0.146  H10 1.128, C11 1.366, C14 1.495
19 C 0.248 0.262 -0.559  C1 1.443, C7 1.379, C20 1.509
20 C 0.399 -1.079 -1.236  H13 1.072, C14 1.409, C19 1.509

frontier orbital gap: 8.1333 eV
LUMO energy: -0.35 eV
SMILES string: Cc1ccc2oc(=O)ccc2c1

---

Tell me which of them is the least stable. Sure, it is ii.

---

i.
A cluster of 2 separate species, C4H9N3 in total, computed with ωB97M-V with the def2-TZVPD basis set.

Last columns: bonded neighbours and bond lengths (Å).
Positions of all 16 atoms, in Å:
1 H 0.019 -1.367 1.420  C9 1.090
2 H -2.709 0.436 -1.214  C8 1.082
3 N 1.276 1.287 -0.140  H5 1.008, H14 1.015, C15 1.362
4 H -2.178 -0.781 0.827  C16 1.088
5 H 2.076 1.890 -0.023  N3 1.008
6 H 1.062 -1.544 -1.845  N13 1.029
7 H -0.447 -1.740 -1.327  N13 1.018
8 C -1.700 0.448 -0.824  H2 1.082, H12 1.076, C16 1.362
9 C -0.067 -0.549 0.706  H1 1.090, C15 1.498, C16 1.416
10 H 1.131 0.085 2.791  N11 1.017
11 N 1.513 0.699 2.078  H10 1.017, C15 1.281
12 H -1.005 1.099 -1.327  C8 1.076
13 N 0.309 -1.058 -1.340  H6 1.029, H7 1.018
14 H 1.137 0.821 -1.032  N3 1.015
15 C 0.973 0.505 0.933  N3 1.362, C9 1.498, N11 1.281
16 C -1.391 -0.231 0.315  H4 1.088, C8 1.362, C9 1.416

frontier orbital gap (alpha / beta): 8.7341 / 8.7320 eV
LUMO energy (alpha / beta): -0.37 / -0.37 eV

---

ii.
The molecule C4H9N3, computed with ωB97M-V with the def2-TZVPD basis set.

Last columns: bonded neighbours and bond lengths (Å).
Positions of all 16 atoms, in Å:
1 H 0.579 1.050 -1.676  C4 1.095
2 H -1.432 -0.147 0.121  N11 1.092
3 N 2.916 -0.586 -0.776  C8 1.154
4 C 0.580 1.471 -0.665  H1 1.095, C10 1.526, H12 1.037, H15 1.129
5 H 0.474 -2.312 0.352  C14 1.122
6 N 0.678 0.597 1.619  H7 0.987, C10 1.498, H13 1.031
7 H 1.632 0.825 1.725  N6 0.987
8 C 1.882 -0.287 -0.359  N3 1.154, C10 1.469
9 H -1.337 -2.342 0.717  C14 1.114
10 C 0.604 0.199 0.177  C4 1.526, N6 1.498, C8 1.469, N11 1.478
11 N -0.536 -0.619 -0.288  H2 1.092, C10 1.478, C14 1.487
12 H 1.263 2.243 -0.547  C4 1.037
13 H 0.276 0.044 2.391  N6 1.031
14 C -0.555 -2.084 -0.034  H5 1.122, H9 1.114, N11 1.487, H16 1.158
15 H -0.429 1.952 -0.502  C4 1.129
16 H -0.651 -2.683 -1.021  C14 1.158

frontier orbital gap: 10.4937 eV
LUMO energy: 0.84 eV
SMILES string: CN[C@@](C)(N)C#N

---

Tell me which of them is the least stable. Sure, it is i.

---

i.
The molecule C4H9N3, computed with ωB97M-V with the def2-TZVPD basis set.

Last columns: bonded neighbours and bond lengths (Å).
Positions of all 16 atoms, in Å:
1 N -0.721 -1.092 -0.429  H9 1.034, C14 1.431, C16 1.450
2 H 2.975 -0.795 -0.246  N11 1.053
3 H -2.570 0.003 -0.302  C16 1.110
4 H -1.341 2.122 0.380  C8 1.121
5 H -0.905 1.470 -1.274  C8 1.125
6 H 0.567 -1.429 1.270  C14 1.088
7 N 0.584 1.282 0.151  C8 1.447, C12 1.373, H15 1.006
8 C -0.828 1.288 -0.167  H4 1.121, H5 1.125, N7 1.447, C16 1.549
9 H -1.193 -2.011 -0.456  N1 1.034
10 H 1.153 -1.929 -0.273  C14 1.107
11 N 2.599 0.185 -0.158  H2 1.053, C12 1.286
12 C 1.323 0.135 -0.007  N7 1.373, N11 1.286, C14 1.507
13 H -1.659 -0.201 1.250  C16 1.130
14 C 0.553 -1.140 0.221  N1 1.431, H6 1.088, H10 1.107, C12 1.507
15 H 1.012 2.158 -0.096  N7 1.006
16 C -1.552 -0.047 0.136  N1 1.450, H3 1.110, C8 1.549, H13 1.130

frontier orbital gap: 9.6630 eV
LUMO energy: 0.93 eV
SMILES string: [H]/N=C1\CNCCN1

---

ii.
The molecule C4H9N3, computed with ωB97M-V with the def2-TZVPD basis set.

Last columns: bonded neighbours and bond lengths (Å).
Positions of all 16 atoms, in Å:
1 H -0.248 -2.207 0.965  C6 1.074
2 H -1.710 1.486 1.581  N14 0.979
3 H -1.577 1.339 -0.647  C7 1.149
4 H 1.660 -1.363 1.441  N13 0.995
5 H 0.876 0.488 -1.471  C11 1.165
6 C 0.113 -1.450 0.294  H1 1.074, N13 1.327, C16 1.480
7 C -1.362 0.472 0.075  H3 1.149, N14 1.230, C16 1.527
8 H 2.256 1.665 -1.078  C11 1.083
9 H 0.725 1.717 -0.338  C11 1.075
10 H -1.925 -1.440 -0.503  C16 1.166
11 C 1.493 1.031 -0.645  H5 1.165, H8 1.083, H9 1.075, N12 1.405
12 N 1.842 0.270 0.484  C11 1.405, N13 1.300
13 N 1.205 -0.836 0.731  H4 0.995, C6 1.327, N12 1.300
14 N -1.473 0.580 1.295  H2 0.979, C7 1.230
15 H -0.951 -0.909 -1.617  C16 1.051
16 C -0.925 -0.843 -0.568  C6 1.480, C7 1.527, H10 1.166, H15 1.051

frontier orbital gap (alpha / beta): 8.3476 / 8.3486 eV
LUMO energy (alpha / beta): 0.99 / 0.99 eV

---

Tell me which of them is the least stable. Sure, it is ii.